[1]
{
  "formula": "C35H125AgF3O31",
  "method": "ωB97M-V/def2-TZVPD",
  "species": ["C", "H", "H", "H", "H", "H", "H", "H", "H", "H", "O", "H", "H", "H", "H", "H", "H", "H", "C", "O", "H", "H", "H", "H", "H", "H", "H", "H", "H", "O", "H", "O", "C", "C", "O", "C", "C", "H", "C", "F", "C", "C", "H", "H", "H", "C", "H", "H", "H", "H", "H", "H", "H", "H", "H", "H", "H", "H", "F", "C", "C", "C", "C", "H", "H", "C", "H", "C", "H", "H", "H", "O", "H", "C", "O", "H", "H", "C", "H", "O", "O", "O", "H", "C", "H", "H", "H", "O", "O", "H", "C", "H", "H", "H", "H", "H", "H", "O", "H", "H", "H", "C", "H", "O", "H", "C", "O", "H", "H", "H", "H", "C", "H", "H", "H", "H", "H", "H", "H", "H", "H", "C", "H", "H", "O", "O", "O", "H", "H", "C", "H", "H", "O", "H", "O", "H", "C", "H", "H", "C", "H", "O", "F", "O", "H", "H", "H", "C", "O", "H", "Ag", "C", "C", "H", "H", "O", "H", "C", "C", "H", "H", "H", "H", "H", "C", "C", "H", "H", "H", "H", "O", "C", "O", "H", "H", "H", "O", "O", "H", "H", "H", "O", "H", "H", "H", "O", "H", "H", "H", "H", "O", "H", "H", "H", "H"],
  "xyz": [[-0.855, -0.850, -1.280], [-1.828, -1.305, -1.095], [4.247, 1.821, -6.313], [6.448, 2.278, 1.424], [0.417, 2.619, -1.797], [4.763, -2.080, -2.571], [-0.335, -1.442, -2.034], [-2.177, 1.214, 0.262], [3.096, 1.190, 2.737], [2.930, 3.605, -4.820], [-4.284, 3.141, -1.890], [-0.353, 2.182, 9.452], [-3.145, -3.266, -0.668], [-1.489, -4.303, -3.746], [0.300, 5.903, 2.732], [-7.536, 1.206, -3.285], [-4.008, -1.191, 4.117], [-2.838, -2.007, -4.483], [8.396, 0.123, -1.163], [5.046, 1.143, -1.905], [-1.046, 0.059, -1.851], [-1.189, 2.168, 6.561], [-1.719, -3.406, 0.510], [6.273, 2.146, 3.180], [4.946, -4.621, -2.590], [1.985, -0.668, 0.585], [-1.787, -4.556, 5.300], [6.922, -4.485, -1.240], [1.317, -2.087, 2.577], [-0.329, 0.623, 5.561], [6.513, -0.256, 0.948], [2.761, 2.715, -5.136], [-4.245, -5.591, -2.636], [-4.083, 0.717, 0.421], [-0.372, 0.286, 0.875], [-1.977, 0.388, 7.581], [-0.117, -4.119, -2.514], [2.740, -4.969, 0.347], [-3.976, -0.016, -3.404], [-1.477, -0.840, 7.839], [-7.374, 0.032, -1.708], [2.441, -3.971, 0.667], [1.848, 2.619, 10.174], [0.327, 1.495, -3.780], [4.254, -0.755, 0.993], [-6.403, -2.938, -3.979], [-6.235, -2.191, -3.203], [-1.182, 3.022, -1.156], [2.627, 4.509, -0.498], [-5.477, -2.941, -4.556], [4.930, 2.765, 2.165], [-3.873, 4.389, -3.549], [-2.620, 3.950, 3.271], [4.559, -1.965, 2.196], [3.259, 1.969, -2.055], [-0.992, 4.308, -4.204], [7.174, -4.033, -2.972], [-2.535, -1.282, 2.366], [-2.346, 0.864, 8.816], [-1.395, -2.548, -5.694], [4.108, 2.054, -1.378], [5.044, -1.372, 1.421], [1.769, -1.649, 4.393], [-2.377, -6.233, -2.831], [-2.794, 3.001, -3.268], [0.007, -0.714, -0.043], [2.331, -0.961, -3.610], [1.730, 1.906, 9.357], [3.904, 1.077, -4.823], [1.605, 0.454, -0.824], [-7.448, 0.911, -1.069], [-1.003, -4.640, 4.752], [-2.812, 1.926, 3.851], [-6.545, -1.463, 1.741], [6.136, -0.557, 1.778], [1.360, 1.406, -5.583], [-0.818, -3.443, -5.926], [1.448, -0.516, -0.351], [2.528, 2.091, 8.638], [-7.785, 0.315, -3.031], [-6.774, -4.265, -3.455], [0.309, 1.178, 7.612], [-0.470, 5.277, -5.627], [-1.043, 4.414, -5.287], [2.838, 2.833, 2.155], [-3.998, -4.890, -3.433], [1.118, -2.303, 4.972], [-2.208, -2.730, -4.528], [-5.782, -2.197, 0.772], [5.333, -2.062, 0.629], [-3.369, 3.792, -2.788], [0.730, -4.676, -2.115], [-1.996, -2.267, -6.559], [-1.187, 3.540, 2.252], [-0.811, -5.388, 2.872], [1.584, 2.306, 3.898], [-0.672, -1.733, -5.660], [7.131, 0.160, -0.566], [-0.609, 3.538, -5.770], [3.583, 5.321, 0.745], [-3.054, -2.702, 4.083], [-0.199, 0.901, -4.527], [-4.161, 0.679, 1.508], [-3.018, 1.561, -0.045], [-3.642, 0.489, -5.214], [2.367, 1.857, 2.277], [5.321, -3.767, -2.365], [7.121, -2.813, -1.757], [-1.247, 1.200, -4.529], [2.095, 1.293, 1.385], [2.581, -2.561, -2.932], [-0.853, 1.152, 6.770], [4.748, 2.682, -4.774], [9.034, -0.711, -0.871], [0.127, 2.196, 0.480], [-0.022, 4.266, -1.435], [2.076, 6.059, 0.216], [-2.631, -1.484, 5.202], [-0.140, -0.122, -4.156], [8.460, 0.203, -2.248], [0.972, 5.258, 4.184], [-3.008, -1.618, 4.188], [-3.775, 2.447, -1.464], [2.692, -2.212, 4.256], [0.488, 1.040, -5.745], [2.656, -3.814, 2.045], [-2.217, -1.018, 3.233], [-1.214, -3.614, 2.953], [0.065, -1.661, 0.494], [-2.782, -3.551, 0.319], [-2.369, -4.909, 3.278], [-2.760, 4.509, -2.236], [-3.643, -0.330, -4.713], [3.533, -4.137, 2.262], [-2.389, 4.515, -5.854], [1.842, -1.256, -1.047], [4.006, 2.062, -5.277], [-1.070, 3.804, 4.003], [0.425, 3.108, 8.215], [0.395, 2.114, 8.661], [-4.908, 0.545, -3.337], [6.507, 4.034, 2.421], [-3.100, 0.212, 6.900], [1.250, 1.838, 3.130], [4.444, 3.089, -1.443], [-5.186, -6.112, -2.815], [-4.298, -2.587, 1.078], [6.010, 2.744, 2.307], [-3.241, -6.565, -2.576], [-3.897, -0.296, 0.064], [-0.366, 0.344, 3.238], [6.687, -3.774, -2.032], [3.092, -1.705, -3.373], [3.023, -3.278, 0.059], [3.485, -2.058, -4.327], [-3.383, -2.778, 1.299], [-2.700, 5.407, -5.683], [-1.688, 3.388, 3.207], [-1.333, -4.597, 3.410], [1.889, 0.910, 9.771], [-6.799, -4.904, -4.171], [-7.361, -0.878, 1.316], [1.387, -3.894, 0.401], [-7.037, -2.191, 2.386], [-0.117, 3.240, -1.078], [2.938, 5.482, -0.119], [-6.383, -0.424, -1.728], [-7.930, -0.786, -1.251], [-4.093, -0.894, -2.768], [-4.331, -5.006, -1.721], [-1.986, 2.011, 3.369], [1.214, 5.476, 3.143], [3.654, 6.221, -1.150], [-7.190, -2.612, -4.659], [5.921, 4.628, 2.896], [-3.044, -4.603, 0.429], [2.224, 6.490, 3.071], [4.196, -1.308, -2.629], [3.901, 7.076, -0.791], [-3.096, 0.541, -3.081], [-5.017, 1.095, 0.006], [1.172, -1.358, 3.185], [1.808, 7.293, 3.393], [6.564, 0.771, -1.042], [4.674, 0.262, -1.996], [0.408, 3.064, 0.179], [-5.959, -0.826, 2.404], [8.909, 0.998, -0.765], [-0.714, -3.677, -1.716], [3.783, 1.773, -0.376], [-1.053, -4.944, -3.180], [1.475, 4.504, 2.723], [-6.374, -2.652, 0.168], [1.906, -0.746, 4.989], [0.234, -3.308, -3.153]],
  "lumo_ha": [0.0035, -0.0843],
  "spin_multiplicity": 2,
  "orbital_gap_ha": [0.330, 0.209],
  "s2": 0.7563
}

=====

[2]
{
  "formula": "C35H21BrF6N7O5S2Ta",
  "method": "ωB97M-V/def2-TZVPD",
  "species": ["H", "C", "C", "C", "C", "C", "F", "C", "F", "H", "O", "H", "C", "C", "C", "C", "C", "Br", "H", "H", "F", "C", "C", "H", "C", "C", "N", "N", "F", "H", "N", "C", "H", "C", "H", "C", "C", "C", "C", "C", "S", "N", "C", "F", "O", "H", "C", "C", "C", "H", "N", "H", "C", "S", "C", "C", "C", "C", "O", "N", "H", "C", "C", "F", "O", "Ta", "H", "H", "C", "H", "H", "H", "H", "H", "N", "C", "H", "O"],
  "xyz": [[0.854, -5.913, 0.290], [-3.112, 1.416, 4.100], [-2.099, -6.070, -2.821], [-1.709, 1.425, 2.135], [-1.632, -4.778, -0.142], [1.755, 0.782, 2.696], [-0.982, 1.178, -2.780], [-1.475, -1.994, -0.091], [-0.097, 1.830, -4.651], [-2.113, -5.439, -4.871], [0.821, 2.217, -0.512], [-1.384, -5.321, -2.519], [4.170, 0.614, 2.313], [-0.697, 0.754, 2.845], [2.723, 3.932, -0.969], [-2.490, -6.143, -4.142], [1.985, -4.111, 0.518], [-3.921, -7.218, -6.333], [-4.037, 1.690, 4.593], [-4.759, 2.863, 2.415], [2.128, 4.755, -0.132], [0.837, -4.830, 0.297], [3.343, 1.400, 4.416], [-4.537, -8.846, -3.969], [1.931, -2.714, 0.545], [-3.861, -8.070, -3.637], [-1.441, 1.708, 0.829], [0.496, 0.576, 2.095], [3.513, 3.098, -0.311], [5.419, 1.122, 4.006], [2.114, 1.908, -2.648], [3.560, -0.082, -0.274], [-3.560, -1.983, -0.479], [5.200, 0.282, 1.414], [1.206, 1.579, 4.594], [-0.165, 0.844, -3.795], [4.893, -0.081, 0.130], [2.015, 1.272, 3.949], [-0.921, 0.379, 4.139], [-0.371, -4.145, 0.092], [1.354, 2.934, -1.738], [-2.272, -7.061, -0.502], [-3.817, 2.554, 1.977], [-0.583, -0.276, -4.339], [-1.240, -0.644, -0.044], [3.506, 1.779, 5.417], [-2.296, 2.432, 0.138], [4.404, 1.048, 3.638], [-2.594, -6.993, -1.894], [5.658, -0.362, -0.580], [2.555, 0.225, 0.541], [-2.306, 0.412, 5.789], [-2.907, 1.797, 2.751], [1.501, 0.522, -3.028], [-3.499, 2.895, 0.691], [-2.676, -2.589, -0.314], [-3.382, -7.136, -4.538], [2.849, 0.526, 1.846], [1.070, -0.225, -1.788], [0.812, -2.029, 0.368], [2.830, -2.150, 0.746], [-0.328, -2.747, 0.125], [-2.146, 0.711, 4.762], [3.384, 4.567, -1.896], [0.408, 3.769, -2.380], [0.327, 0.340, 0.089], [-2.039, 2.654, -0.892], [3.319, -0.349, -1.290], [-2.752, -3.991, -0.343], [2.929, -4.608, 0.689], [-3.791, -8.728, -1.588], [-0.177, -0.182, 4.690], [-4.158, 3.504, 0.090], [6.231, 0.319, 1.747], [-1.715, -6.142, 0.116], [-3.450, -8.003, -2.317], [-3.707, -4.474, -0.502], [2.296, -0.231, -3.917]],
  "lumo_ha": -0.2405,
  "relative_energy_kcal_mol": 20.6,
  "orbital_gap_ha": 0.215,
  "charge": 2
}

=====

[3]
{
  "formula": "C35H22ClCrN6O5S2",
  "method": "ωB97M-V/def2-TZVPD",
  "species": ["C", "C", "C", "Cl", "H", "H", "C", "H", "H", "C", "C", "H", "N", "H", "O", "H", "H", "C", "C", "H", "C", "C", "O", "C", "H", "C", "H", "S", "C", "C", "C", "H", "S", "H", "C", "H", "C", "H", "N", "H", "C", "O", "C", "O", "C", "H", "O", "H", "H", "C", "C", "C", "N", "C", "C", "C", "N", "H", "C", "C", "C", "C", "N", "C", "H", "C", "C", "C", "N", "Cr", "C", "H"],
  "xyz": [[-2.587, -1.329, -0.387], [3.584, 2.354, 1.454], [1.287, 3.011, 2.920], [-9.429, 0.190, 0.844], [-2.697, -1.346, -2.551], [-3.943, -2.364, -1.769], [-1.091, -3.148, 2.958], [2.519, 4.460, 3.886], [-7.300, -1.678, 1.223], [3.624, 3.328, 2.438], [5.341, -2.531, -1.545], [-2.424, -0.332, 4.273], [7.845, -2.982, -1.785], [0.197, -3.110, 1.246], [-2.893, -2.111, 0.506], [-0.710, 0.667, -4.785], [4.464, 2.074, 0.900], [2.386, 1.700, 1.190], [-1.868, -1.007, 3.636], [-5.062, 2.138, -2.591], [2.860, 0.782, -0.944], [3.124, -2.457, -2.514], [-4.307, -0.328, -1.948], [4.780, -2.288, -0.302], [3.416, 0.425, -3.624], [-1.856, -2.373, 3.825], [-5.877, 1.051, -3.698], [2.777, -1.893, 1.445], [6.719, -2.764, -1.679], [3.398, -2.146, -0.122], [1.944, 0.535, -2.084], [-1.301, 0.691, -2.380], [0.816, -2.227, -1.125], [-2.415, -2.833, 4.629], [-5.812, -1.132, -0.215], [-5.117, -1.886, 0.122], [1.406, 0.486, -4.409], [-8.264, 1.644, -1.284], [-0.353, -1.210, 1.775], [5.416, -2.225, 0.571], [-6.007, 1.639, -2.790], [4.041, 1.091, -1.107], [5.023, -2.818, -3.966], [-1.347, 1.815, 3.303], [-7.034, -1.003, 0.424], [1.687, 0.447, -5.452], [-1.691, -0.453, -0.395], [4.555, 3.836, 2.649], [-1.040, -4.222, 3.064], [-1.097, -0.460, 2.616], [4.503, -2.592, -2.688], [-7.900, 0.001, 0.038], [5.419, -3.014, -5.033], [-5.460, -0.269, -1.251], [-0.390, -2.528, 1.943], [-3.411, -1.407, -1.728], [0.635, 0.546, -1.722], [0.403, 3.265, 3.485], [0.065, 0.603, -4.036], [-6.364, 0.737, -1.650], [-0.828, 0.994, 2.546], [2.358, 0.476, -3.408], [0.172, 1.193, 1.651], [2.555, -2.253, -1.267], [-6.783, 2.384, -2.953], [2.483, 3.671, 3.146], [1.232, 2.013, 1.951], [-7.572, 0.868, -0.992], [2.128, 0.787, 0.195], [0.352, -0.161, 0.196], [-0.270, 0.621, -2.701], [2.483, -2.517, -3.384]],
  "lumo_ha": [0.1313, 0.1313],
  "relative_energy_kcal_mol": 40.3,
  "spin_multiplicity": 2,
  "orbital_gap_ha": [0.195, 0.195],
  "charge": -2,
  "s2": 0.7602
}

=====

[4]
{
  "formula": "C35H22N5S9Zr",
  "method": "ωB97M-V/def2-TZVPD",
  "species": ["N", "H", "C", "H", "C", "C", "S", "C", "C", "C", "S", "N", "N", "C", "C", "S", "C", "H", "H", "S", "C", "C", "H", "C", "H", "H", "C", "C", "S", "C", "C", "H", "C", "C", "H", "C", "N", "S", "C", "C", "C", "H", "C", "S", "C", "Zr", "H", "C", "C", "C", "C", "C", "H", "H", "C", "N", "H", "C", "C", "H", "C", "H", "C", "S", "H", "S", "H", "H", "H", "H", "C", "H"],
  "xyz": [[0.386, 0.676, -2.560], [-4.317, 2.896, 3.042], [0.502, 0.620, -5.328], [-3.772, 3.211, -1.189], [-1.422, 3.097, 1.288], [0.334, -2.125, -0.713], [-1.250, 0.063, 0.003], [-1.582, 2.116, -2.569], [2.168, -1.010, -2.383], [1.269, -0.108, -3.186], [2.380, 2.775, -1.968], [7.777, 5.385, 1.885], [-0.430, -2.423, 2.668], [5.814, 4.465, 0.475], [0.499, -3.466, -1.053], [-0.826, 3.200, -1.324], [-0.599, -4.281, -1.254], [-3.102, -7.760, 3.048], [-3.825, -6.332, 4.936], [3.287, 1.352, 0.778], [-0.502, 1.372, -3.299], [5.138, 3.339, 0.918], [2.074, -2.019, -2.788], [-3.667, 3.000, 2.184], [0.569, 0.622, -6.408], [-1.682, -6.789, 1.259], [-2.814, -6.717, 3.083], [-1.993, 3.157, 0.009], [1.344, -0.426, 2.270], [-4.208, 3.067, 0.909], [-2.860, -4.577, 4.195], [-5.280, 3.040, 0.766], [3.684, 3.422, -1.005], [6.105, 6.247, -1.213], [1.503, -3.860, -1.161], [-0.123, -1.169, 2.748], [6.639, 7.187, -1.606], [-3.978, -1.550, 4.199], [-2.090, -4.036, 3.173], [-3.363, 3.158, -0.188], [-1.656, -4.838, 2.125], [3.211, -0.702, -2.480], [4.368, 4.552, -1.449], [-1.403, -0.223, 3.491], [-2.036, -2.436, -0.683], [0.976, 1.412, -0.280], [5.437, 2.869, 1.845], [6.905, 4.984, 1.253], [-0.935, -1.583, -0.497], [1.362, -0.147, -4.573], [-2.293, 3.030, 2.370], [-2.402, -1.613, 3.643], [-3.179, -3.956, 5.017], [-1.018, -4.406, 1.368], [-3.222, -5.915, 4.139], [-1.681, -2.673, 3.200], [-0.466, -5.320, -1.526], [-2.023, -6.173, 2.081], [-0.464, 1.373, -4.680], [-1.874, 2.964, 3.366], [4.070, 2.802, 0.196], [-2.194, 1.397, -2.019], [5.425, 5.080, -0.726], [1.806, -1.127, -0.599], [2.110, -0.776, -5.037], [0.340, 3.080, 1.480], [-1.180, 1.961, -5.235], [-2.189, 2.694, -3.263], [-2.746, -4.373, -1.215], [-3.026, -2.033, -0.509], [-1.874, -3.748, -1.074], [4.063, 5.025, -2.372]],
  "lumo_ha": 0.0569,
  "relative_energy_kcal_mol": 2.2,
  "orbital_gap_ha": 0.237,
  "charge": -1
}